1.
Computed, not measured: a structure of composition C39H32Cl5HfN4O2P at a distorted geometry, with ωB97M-V/def2-TZVPD.

Properties
HOMO energy = -12.739 eV
relative energy (zero: lowest compared OMol25 entry of this formula, charge and spin) = 229.2 kJ/mol
net charge = +2
lowest unoccupied orbital energy = -6.47 eV

XYZ file:
```
84
C39H32Cl5HfN4O2P | OMol25 | ωB97M-V/def2-TZVPD
Hf -0.29 1.55 -0.27
C 2.30 -0.40 1.57
C 3.07 -1.02 0.34
C 0.82 -1.59 -1.11
C 1.18 -2.50 -2.35
C 0.91 -1.87 -3.66
C 0.04 -0.81 -3.73
C -0.48 -0.23 -2.61
N 0.03 -0.37 -1.37
N 1.71 0.95 1.46
C 2.76 1.86 0.98
C 2.20 3.26 0.71
C 3.04 4.40 0.70
C 2.51 5.66 0.49
C 1.15 5.76 0.18
C 0.38 4.63 0.20
N 0.89 3.41 0.45
C 1.27 1.41 2.81
C -0.24 1.44 2.92
C -0.82 1.32 4.20
C -2.19 1.53 4.42
C -2.95 1.97 3.31
C -2.30 2.03 2.04
N -0.98 1.71 1.80
H 3.08 -0.39 2.39
H 1.60 -1.14 1.92
H 3.55 -1.95 0.64
H 3.90 -0.37 0.13
H 0.75 -3.49 -2.38
H 1.41 -2.30 -4.52
H -0.30 -0.52 -4.75
H -1.35 0.43 -2.53
H 3.32 1.38 0.15
H 3.56 1.89 1.78
H 4.08 4.26 1.00
H 3.11 6.53 0.69
H 0.71 6.73 -0.09
H -0.70 4.73 -0.02
H 1.65 2.48 2.97
H 1.71 0.80 3.63
H -0.17 1.07 5.01
H -2.63 1.50 5.43
H -3.97 2.28 3.29
H -2.99 2.18 1.19
O -4.13 0.15 0.24
C -3.07 -0.17 -0.28
O -2.13 0.83 -0.52
C -2.66 -1.60 -0.60
P -1.39 -2.06 0.71
C -2.02 -3.67 1.17
C -2.20 -3.90 2.52
C -2.36 -5.23 2.98
C -2.60 -6.26 2.07
C -2.45 -6.02 0.69
C -2.11 -4.71 0.25
C 0.17 -2.56 -0.09
C 0.88 -3.63 0.34
C 2.01 -4.26 -0.16
C 2.91 -3.77 -1.11
C 2.69 -2.51 -1.83
C 2.37 -1.25 -0.97
H -2.33 -1.84 -1.64
H -3.48 -2.27 -0.48
H -1.99 -3.13 3.24
H -2.29 -5.48 4.09
H -2.90 -7.24 2.41
H -2.54 -6.77 -0.09
H -1.79 -4.47 -0.77
H 0.40 -4.14 1.16
H 2.39 -5.21 0.28
H 3.77 -4.39 -1.36
H 3.45 -2.35 -2.63
H 2.46 -0.33 -1.61
Cl 1.75 2.33 -2.38
C 0.13 2.98 -2.72
C -0.92 2.93 -1.81
C -2.15 3.45 -2.20
Cl -3.39 3.94 -1.11
C -2.51 3.62 -3.54
Cl -4.16 4.00 -3.98
C -1.45 3.69 -4.44
Cl -1.73 4.04 -6.10
C -0.13 3.44 -4.01
Cl 1.14 3.60 -5.16
```


2.
Computed, not measured: a structure of composition C39H32ClN7O2PSW at a distorted geometry, with ωB97M-V/def2-TZVPD.

Properties
HOMO energy (spin up / spin down) = -15.110 / -15.111 eV
2S+1 = 3
relative energy (zero: lowest compared OMol25 entry of this formula, charge and spin) = 3077.4 kJ/mol
net charge = +3
lowest unoccupied orbital energy (spin up / spin down) = -10.28 / -10.48 eV

XYZ file:
```
84
C39H32ClN7O2PSW | OMol25 | ωB97M-V/def2-TZVPD
W -0.01 0.06 -0.25
Cl -1.94 0.97 -0.45
C -2.98 0.02 -0.53
C -3.40 2.07 1.42
C -4.65 1.40 1.20
C -5.33 0.28 0.42
C -4.95 -0.96 -0.24
C -3.60 -1.11 -0.61
P -1.80 -1.95 -1.00
C -2.07 -3.73 -1.14
C -2.73 -4.43 -0.12
C -2.92 -5.79 -0.24
C -2.46 -6.46 -1.37
C -1.84 -5.77 -2.40
C -1.64 -4.40 -2.29
C -1.14 -1.86 0.93
C -0.33 -2.94 1.32
C 0.03 -3.12 2.64
C -0.42 -2.22 3.62
C -1.19 -1.14 3.27
C -1.54 -0.90 1.94
H -3.30 2.73 2.27
H -5.40 1.81 1.87
H -6.40 0.36 0.54
H -5.69 -1.74 -0.39
H -3.08 -3.90 0.75
H -3.42 -6.34 0.54
H -2.59 -7.53 -1.45
H -1.51 -6.29 -3.29
H -1.17 -3.85 -3.10
H -0.04 -3.68 0.59
H 0.64 -3.97 2.92
H -0.17 -2.40 4.66
H -1.55 -0.46 4.03
H -2.22 -0.09 1.75
C 1.46 1.92 4.90
C 0.51 2.25 3.93
C 0.47 1.54 2.75
C 1.38 0.50 2.52
C 2.33 0.18 3.49
C 2.36 0.89 4.67
N 1.29 -0.22 1.30
N 2.11 -1.20 1.17
C 2.06 -1.87 -0.05
C 2.98 -2.86 -0.33
C 3.00 -3.44 -1.58
C 2.09 -3.01 -2.54
C 1.16 -2.05 -2.19
N 1.11 -1.51 -0.96
H 1.49 2.47 5.83
H -0.18 3.06 4.11
H -0.24 1.81 1.98
H 3.03 -0.61 3.29
H 3.10 0.65 5.42
H 3.69 -3.13 0.45
H 3.73 -4.21 -1.83
H 2.10 -3.42 -3.54
H 0.43 -1.69 -2.90
N 5.00 6.11 -3.37
C 4.22 5.12 -2.94
C 2.99 5.39 -2.28
C 2.20 4.38 -1.83
C 2.62 3.04 -2.02
C 3.83 2.75 -2.68
C 4.61 3.77 -3.12
S 1.75 1.72 -1.44
O 2.62 0.62 -1.14
O 0.91 1.98 -0.18
N 0.50 0.97 -2.39
C -0.63 1.97 -2.41
N -1.49 1.49 -1.61
C -2.41 2.14 0.37
C -2.06 3.54 0.02
C -1.44 3.94 -1.23
N -0.55 3.27 -2.28
H 4.74 7.08 -3.24
H 5.88 5.93 -3.82
H 2.68 6.42 -2.15
H 1.27 4.59 -1.33
H 4.13 1.72 -2.81
H 5.54 3.55 -3.63
H -1.77 0.46 0.57
H -2.38 4.35 0.66
H -1.44 5.00 -1.43
```


3.
Computed, not measured: a structure of composition C39H32F2MgN7, with ωB97M-V/def2-TZVPD.

Properties
HOMO energy = -3.444 eV
relative energy (zero: lowest compared OMol25 entry of this formula, charge and spin) = 65.1 kJ/mol
net charge = -1
lowest unoccupied orbital energy = 2.62 eV

XYZ file:
```
81
C39H32F2MgN7 | OMol25 | ωB97M-V/def2-TZVPD
Mg -0.02 0.58 -0.16
C 0.76 3.74 -3.20
C 1.04 2.91 -2.11
N 0.55 1.70 -2.00
C -0.21 1.19 -2.99
C -0.52 1.95 -4.16
C -0.03 3.27 -4.21
C -1.26 1.36 -5.20
C -1.60 0.03 -5.10
C -1.30 -0.73 -3.97
C -0.65 -0.18 -2.85
N -0.31 -0.82 -1.71
C -0.72 -2.11 -1.45
C -1.99 -2.60 -1.72
C -2.38 -3.90 -1.35
C -1.51 -4.76 -0.74
C -0.19 -4.34 -0.49
C 0.78 -5.19 0.08
C 2.06 -4.73 0.28
C 2.35 -3.41 -0.07
N 1.48 -2.59 -0.60
C 0.22 -3.02 -0.84
H 1.17 4.75 -3.23
H 1.68 3.25 -1.31
H -0.28 3.88 -5.07
H -1.52 1.94 -6.08
H -2.14 -0.44 -5.91
H -1.56 -1.78 -3.96
H -2.72 -1.95 -2.17
H -3.39 -4.21 -1.55
H -1.81 -5.76 -0.47
H 0.50 -6.20 0.35
H 2.83 -5.37 0.70
H 3.35 -3.01 0.10
F -1.17 1.65 5.16
C -0.24 1.46 4.20
C -0.61 1.02 2.95
C 0.35 0.76 1.96
C 1.70 0.99 2.30
C 2.02 1.50 3.55
F 3.31 1.84 3.88
C 1.08 1.73 4.53
C 2.70 0.68 1.25
C 4.08 0.55 1.48
C 4.90 0.21 0.42
C 4.36 0.00 -0.84
C 2.99 0.13 -0.97
N 2.19 0.47 0.03
H -1.66 0.89 2.72
H 1.35 2.13 5.50
H 4.49 0.70 2.46
H 5.97 0.12 0.58
H 4.98 -0.27 -1.68
H 2.49 -0.05 -1.92
C 0.49 -2.46 2.68
C -0.96 -2.17 2.52
N -1.56 -1.69 1.47
C -2.89 -1.59 1.79
C -3.10 -2.01 3.06
N -1.86 -2.38 3.53
H 1.05 -1.79 2.04
H 0.71 -3.49 2.37
H 0.81 -2.32 3.71
H -3.61 -1.21 1.08
H -3.98 -2.06 3.68
H -1.63 -2.71 4.45
C -3.33 0.62 -1.08
C -2.77 1.93 -0.61
C -3.40 3.16 -0.58
C -2.46 4.07 -0.03
C -1.32 3.34 0.24
C -0.06 3.87 0.88
N -1.49 2.03 -0.12
H -4.33 0.46 -0.66
H -2.68 -0.19 -0.76
H -3.42 0.58 -2.17
H -4.41 3.38 -0.89
H -2.61 5.12 0.18
H 0.34 4.72 0.32
H 0.70 3.10 0.94
H -0.27 4.21 1.89
```


relative energy (zero: lowest compared OMol25 entry of this formula, charge and spin) of number 1 (C39H32Cl5HfN4O2P)?
229.2 kJ/mol